DFT (ωB97M-V/def2-TZVPD) results for a molecular structure, C27H18FeN6O3.

```
55
C27H18FeN6O3, DFT ωB97M-V/def2-TZVPD
Fe 0.85384 0.15458 -0.00098
C 0.42967 -0.22608 4.21869
C 1.75198 -0.06664 4.61558
C 2.73792 0.06175 3.65603
C 2.37982 0.02794 2.31442
N 1.08484 -0.12903 1.91820
C 0.14895 -0.24964 2.86976
C 3.32441 0.13789 1.19290
C 4.70809 0.17978 1.21710
C 5.39346 0.21256 0.00520
C 4.70147 0.18187 -1.20377
C 3.31806 0.14014 -1.17595
N 2.67602 0.15588 0.01079
C 2.37691 0.03483 -2.30302
C 2.74873 0.07924 -3.64065
C 1.77483 -0.04448 -4.61346
C 0.44860 -0.21003 -4.23432
C 0.15223 -0.24396 -2.88868
N 1.07564 -0.12823 -1.92604
H -0.36439 -0.32905 4.94462
H 2.00716 -0.04316 5.66701
H 3.76829 0.18739 3.95820
H -0.86558 -0.37095 2.50876
H 5.25827 0.16982 2.14781
H 6.47481 0.23874 0.00221
H 5.24927 0.17374 -2.13592
H 3.78171 0.21004 -3.93154
H 2.04307 -0.01262 -5.66142
H -0.33638 -0.30958 -4.97048
H -0.86632 -0.37024 -2.54011
O -5.84940 -2.32555 -0.00010
N -5.73471 -1.11562 -0.00085
O -6.67627 -0.35113 -0.00141
C -4.38043 -0.52861 -0.00087
C -4.36165 0.82892 -0.00083
C -3.13686 1.62649 -0.00083
C -3.17100 3.05484 -0.00073
C -2.01618 3.80754 -0.00069
C -0.76310 3.13985 -0.00075
N -0.68824 1.82997 -0.00084
C -1.92336 1.04208 -0.00088
C -1.93766 -0.78489 -0.00093
N -0.68449 -1.53015 -0.00093
C -0.70463 -2.84077 -0.00091
C -1.92982 -3.53953 -0.00100
C -3.10766 -2.81853 -0.00100
C -3.15873 -1.38535 -0.00092
H -5.30269 1.36188 -0.00068
H -4.12412 3.56845 -0.00068
H -2.06044 4.88692 -0.00061
H 0.17891 3.67966 -0.00072
H 0.25699 -3.34465 -0.00090
H -1.94858 -4.61964 -0.00098
H -4.01224 -3.40404 -0.00098
O -0.99901 0.14939 -0.00092
```

Values from the calculation:
HOMO-LUMO gap (alpha / beta) = 5.17 / 5.91 eV
<S²> = 0.829
2S+1 = 2
Net charge = +1
Energy relative to the best compared isomer or geometry (same formula, charge and spin) = 265.01 kcal/mol
Lowest unoccupied orbital energy (alpha / beta) = -3.7 / -3.7 eV



DFT (ωB97M-V/def2-TZVPD) results for a molecular structure, C27H31Br2N4O7S2W.

```
74
C27H31Br2N4O7S2W, DFT ωB97M-V/def2-TZVPD
W -1.15477 -1.44442 0.48331
O -4.03104 -2.40745 -2.55039
C -2.98945 -2.37087 -1.79888
O -2.96356 -1.87248 -0.66722
C -1.75862 -3.00164 -2.36941
O -0.81725 -2.97703 -1.30143
C 0.57185 -3.06905 -1.72938
C 1.32969 -2.35678 -0.62293
O 2.36458 -1.77510 -0.78616
O 0.62324 -2.41394 0.51113
H -4.81524 -1.97641 -2.16255
H -1.42286 -2.41755 -3.23095
H -1.97362 -4.02286 -2.69235
H 0.70665 -2.55146 -2.67799
H 0.85142 -4.11799 -1.82458
Br -5.85642 1.35705 4.47755
C -4.58558 0.62254 3.34771
C -3.85158 1.43342 2.48249
C -2.91446 0.84058 1.66958
N -2.69164 -0.48535 1.66565
C -3.39864 -1.27699 2.50899
C -4.34507 -0.75013 3.36144
C -3.05247 -2.71887 2.47340
C -3.82590 -3.69547 3.06521
C -3.39670 -5.02000 3.00700
Br -4.39997 -6.36415 3.79626
C -2.20523 -5.31994 2.34811
C -1.51341 -4.29480 1.74359
N -1.92752 -3.01564 1.78937
H -4.00961 2.50165 2.45245
H -2.31282 1.42527 0.98784
H -4.88457 -1.38308 4.05042
H -4.74780 -3.44937 3.57124
H -1.83667 -6.33446 2.29987
H -0.59458 -4.47892 1.20380
C -0.25555 3.93206 -4.25350
C 0.94151 3.88730 -3.31195
C 0.55554 3.90599 -1.83601
N -0.19371 2.68512 -1.45694
C 0.27252 1.47997 -1.23564
S -0.92114 0.17459 -1.35998
N 1.55730 1.21550 -1.03872
C 2.53869 2.14303 -0.44050
O 2.19579 2.70814 0.56589
C 3.82202 2.22465 -1.11389
C 4.80657 3.04159 -0.54226
C 6.03793 3.16196 -1.15394
C 6.29659 2.46630 -2.33100
C 5.32536 1.65107 -2.90231
C 4.08852 1.52909 -2.29950
H 0.07376 3.91267 -5.29058
H -0.83340 4.84599 -4.10975
H -0.92272 3.07771 -4.11241
H 1.58459 4.75229 -3.48240
H 1.55601 3.00386 -3.50944
H -0.11527 4.73661 -1.61851
H 1.42423 4.02319 -1.19693
H -1.18901 2.72592 -1.62265
H 1.85094 0.24161 -1.02564
H 4.58658 3.57555 0.37224
H 6.79801 3.79563 -0.71890
H 7.26270 2.56148 -2.80849
H 5.53646 1.11714 -3.81828
H 3.33314 0.90176 -2.75355
C 1.73039 -1.34306 3.39729
S 1.36977 -0.12240 2.15205
C 1.34661 1.33467 3.16377
O -0.17072 -0.30305 1.87642
H 2.72724 -1.11867 3.78050
H 1.73125 -2.32301 2.92569
H 0.98991 -1.27503 4.19274
H 2.37912 1.53431 3.45581
H 0.71583 1.16294 4.03308
H 0.99626 2.15723 2.54602
```

Values from the calculation:
HOMO-LUMO gap (alpha / beta) = 6.90 / 6.77 eV
<S²> = 2.011
2S+1 = 3
Net charge = +3
Energy relative to the best compared isomer or geometry (same formula, charge and spin) = 3.93 kcal/mol
Lowest unoccupied orbital energy (alpha / beta) = -9.2 / -9.3 eV